Entry 1:
# C10H16O

A cluster of 2 separate species, C10H16O in total (ωB97M-V/def2-TZVPD, the OMol25 dataset).

Properties
E (Ha): -465.830611
Energy relative to the best compared isomer or geometry (same formula, charge and spin) (kcal per mole): 42.2
Max |F| (hartree/bohr): 0.0684
HOMO level (eV): -8.41
Orbital gap (eV): 9.23

Last column: Mulliken charge in e.
CARTESIAN COORDINATES (ANGSTROEM)
C (-0.2221, -2.6574, -2.6161)  -1.42
C (-0.9519, -1.7301, -1.6623)  0.44
C (-1.8129, -0.7598, -2.1625)  -0.47
C (-2.4231, 0.1926, -1.3688)  -0.67
C (-1.9694, 0.2669, -0.0451)  0.80
O (-2.1363, 1.4153, 0.6935)  -0.47
C (-1.2112, -0.7378, 0.5106)  -0.66
C (-0.5990, -1.6790, -0.3215)  -0.35
H (-0.9407, -3.4335, -2.8862)  0.32
H (0.5883, -3.1598, -2.0897)  0.36
H (0.1754, -2.2202, -3.5203)  0.37
H (-2.1033, -0.7998, -3.1990)  0.36
H (-3.1931, 0.9239, -1.6057)  0.31
H (-2.8068, 1.9817, 0.3027)  0.27
H (-0.9311, -0.7038, 1.5548)  0.47
H (-0.1149, -2.5346, 0.1212)  0.38
C (1.2098, 2.4945, 2.0224)  -0.91
C (2.3846, 1.6672, 1.4710)  -0.37
C (2.2098, 0.1556, 1.4714)  -0.85
H (1.0932, 3.3909, 1.4169)  0.33
H (1.4558, 2.7391, 3.0493)  0.30
H (0.2692, 1.9655, 1.8803)  0.15
H (2.4382, 1.9124, 0.3891)  0.21
H (3.3771, 2.0625, 1.6849)  0.42
H (1.8838, -0.0817, 2.5095)  0.28
H (1.3084, -0.1064, 0.9384)  -0.02
H (3.0224, -0.5643, 1.4613)  0.42

Cartesian forces (eV/Å) of the 2 atoms listed first:
-0.83 -0.80 0.86
1.58 0.90 -0.66

---

Entry 2:
# C4H8NS

A cluster of 2 separate species, C4H8NS in total (ωB97M-V/def2-TZVPD, the OMol25 dataset).

Properties
E (Ha): -609.660114
Total charge: +1
Energy relative to the best compared isomer or geometry (same formula, charge and spin) (kcal per mole): 131.7
Max |F| (hartree/bohr): 0.0771
HOMO level (spin up / spin down) (eV): -12.16 / -12.16
Orbital gap (spin up / spin down) (eV): 7.88 / 7.88

Last column: Mulliken charge in e.
CARTESIAN COORDINATES (ANGSTROEM)
C (-2.5651, 0.3608, -0.5376)  -0.48
C (-2.2558, -0.5576, 0.2903)  0.01
C (0.1653, 0.0560, 0.9585)  -0.67
C (0.8588, -0.2201, -0.2461)  -0.25
N (2.3896, -0.3021, -0.2249)  -0.27
S (0.2531, 1.5649, -0.0531)  -0.06
H (-3.7013, 0.5949, -0.7142)  0.27
H (-1.8975, 1.1813, -0.8239)  0.13
H (-2.2459, -1.4098, 0.8345)  0.46
H (0.4852, -0.0595, 1.9587)  0.29
H (0.3591, -0.4753, -1.1651)  0.39
H (2.9863, -0.3805, -1.0391)  0.31
H (2.8471, -1.0199, 0.4441)  0.38
H (2.3209, 0.6668, 0.3178)  0.47

Cartesian forces (eV/Å) of the 2 atoms listed first:
-2.96 0.71 0.57
2.58 2.55 -0.91